Below is 2 unconnected molecules or ions with the total composition C11H16NO, with properties calculated with ωB97M-V/def2-TZVPD.

Last column: Löwdin charge in e.
Atoms and positions in Å:
1 C 3.054 -1.705 -0.635  -0.082
2 C 2.445 -1.776 0.595  -0.043
3 C 3.269 -0.499 -1.189  -0.080
4 C 1.857 -0.607 1.109  -0.021
5 C 2.737 0.624 -0.655  -0.030
6 C 1.900 0.623 0.426  -0.233
7 C -1.235 1.030 -0.317  -0.073
8 C -2.237 0.078 0.105  -0.535
9 C -1.933 -0.929 1.188  -0.020
10 C -3.694 0.173 -0.256  -0.048
11 C 1.077 1.738 0.786  -0.012
12 N -1.464 -0.106 -1.139  0.049
13 O 1.156 2.910 0.108  0.071
14 H 3.431 -2.651 -1.030  0.127
15 H 2.544 -2.659 1.166  0.106
16 H 3.808 -0.514 -2.221  0.161
17 H 1.563 -0.686 2.136  0.116
18 H 2.707 1.492 -1.296  0.129
19 H -1.512 1.993 -0.703  0.091
20 H -0.869 -1.190 1.216  0.056
21 H -2.480 -1.881 1.048  0.097
22 H -2.115 -0.438 2.232  0.136
23 H -4.092 -0.677 -0.875  0.093
24 H -3.929 1.058 -1.007  0.125
25 H -4.434 0.152 0.605  0.107
26 H 0.515 1.868 1.799  0.177
27 H -1.795 -0.069 -2.208  0.238
28 H -0.746 -0.890 -1.227  0.187
29 H 0.470 3.539 0.241  0.111

Total charge ... +1
Maximum force ... 6.4 eV Å⁻¹
Energy above the lowest of the compared OMol25 structures with the same formula, charge and spin ... 136.0 kcal per mole
LUMO energy (spin up / spin down) ... -4.4725 / -4.4741 eV